Below is C20H23BrN5NiO as an isolated structure in a non-equilibrium geometry, with properties calculated with ωB97M-V with the def2-TZVPD basis set.

Last column: Löwdin charge in e.
Geometry (Å):
Ni 0.136 -0.232 0.437  0.575
N 1.147 1.478 1.218  -0.005
C 1.711 1.120 2.491  -0.223
C 0.702 0.290 3.326  -0.153
N 0.091 -0.704 2.435  -0.116
C 0.701 -2.072 2.534  -0.170
C 2.072 -2.121 1.845  -0.202
N 1.990 -1.446 0.546  0.035
H 1.900 1.705 0.552  0.122
H 0.637 2.366 1.286  0.113
H 1.992 1.998 3.076  0.124
H 2.604 0.477 2.348  0.108
H -0.111 0.950 3.623  0.115
H 1.184 -0.227 4.172  0.133
H -0.895 -0.838 2.615  0.120
H 0.043 -2.750 1.949  0.118
H 0.776 -2.436 3.556  0.121
H 2.390 -3.188 1.788  0.138
H 2.776 -1.616 2.513  0.106
H 1.949 -2.089 -0.227  0.092
H 2.819 -0.929 0.361  0.089
Br 1.088 -4.975 -4.984  0.757
C 0.429 -3.994 -3.522  -0.707
C -0.023 -4.656 -2.365  -0.109
C -0.386 -3.945 -1.254  -0.010
C -0.387 -2.521 -1.225  -0.369
O -0.789 -1.869 -0.163  -0.147
C 0.084 -1.887 -2.402  -0.146
C -0.013 -0.416 -2.513  -0.032
N -0.058 0.379 -1.525  0.043
C -0.536 1.716 -1.609  -0.201
C -0.212 2.573 -2.622  0.009
C -0.773 3.895 -2.643  -0.040
C -1.613 4.317 -1.644  -0.020
C -1.873 3.469 -0.533  -0.136
C -2.727 3.810 0.579  0.012
C -2.892 2.964 1.646  -0.028
C -2.274 1.686 1.518  -0.120
N -1.556 1.267 0.499  0.083
C -1.318 2.175 -0.534  -0.166
C 0.408 -2.617 -3.544  -0.097
H -0.048 -5.723 -2.334  0.100
H -0.697 -4.452 -0.327  0.124
H -0.199 -0.051 -3.508  0.134
H 0.540 2.348 -3.348  0.114
H -0.512 4.498 -3.507  0.114
H -2.011 5.327 -1.691  0.122
H -3.157 4.821 0.620  0.130
H -3.477 3.189 2.570  0.130
H -2.424 1.014 2.329  0.099
H 0.792 -2.078 -4.409  0.115

Force components x, y, z for each atom (eV/Å):
Ni -0.4 0.2 -0.4
N 0.6 1.0 -1.4
C 0.7 -0.9 1.6
C -0.1 0.2 -1.0
N 0.2 -1.7 0.3
C -0.5 -0.3 -1.3
C -0.3 -0.5 0.9
N -0.3 0.1 -0.1
H -0.3 -0.2 0.4
H -0.1 -0.5 0.0
H 0.2 -0.1 0.0
H -0.4 0.7 -0.1
H 0.1 0.0 0.5
H -0.2 0.6 -0.1
H -0.1 0.2 0.3
H 0.2 0.5 0.5
H 0.0 0.1 0.2
H -0.2 0.8 -0.1
H 0.2 0.0 -0.4
H -0.3 -0.5 -0.2
H 0.8 0.5 0.0
Br 0.0 -0.1 -0.1
C -0.4 0.4 0.3
C 0.4 0.5 -0.3
C -0.5 0.2 0.9
C 0.1 0.0 0.5
O 0.2 -0.7 -0.2
C -0.4 1.6 0.3
C -0.3 -1.6 -0.4
N 0.0 0.6 1.4
C 1.0 -0.4 -0.9
C -0.6 1.5 0.6
C 0.3 -1.1 0.0
C 0.3 0.2 -0.1
C -0.7 -0.2 0.3
C 0.4 0.9 0.2
C 0.1 -0.3 -0.4
C -0.1 0.4 -0.4
N -0.1 1.0 0.0
C -0.9 -0.8 0.9
C 0.9 -0.4 -0.4
H 0.0 -0.5 0.0
H 0.1 0.2 -0.6
H -0.1 0.3 -0.6
H 0.1 -0.5 -0.5
H -0.2 0.2 0.3
H -0.1 -0.2 0.2
H 0.1 -0.5 -0.2
H 0.5 -0.1 -1.1
H 0.0 -0.7 0.5
H -0.2 -0.1 0.0

The net charge is +1. The HOMO energy (alpha / beta) comes out at -10.05 / -10.07 eV. The value obtained for the HOMO-LUMO gap (alpha / beta) is 6.81 / 6.83 eV. The spin multiplicity is 3.